Entry 1:
{
  "formula": "C23H46ClNO5PS",
  "method": "ωB97M-V/def2-TZVPD",
  "lumo_energy_ev": 1.98,
  "homo_lumo_gap_ev": 6.4,
  "total_charge": -1,
  "elements": ["C", "C", "C", "Cl", "C", "C", "O", "O", "N", "C", "C", "C", "C", "C", "C", "C", "C", "C", "C", "C", "O", "C", "P", "S", "H", "H", "H", "H", "H", "H", "H", "H", "H", "H", "H", "H", "H", "H", "H", "H", "H", "H", "H", "H", "H", "H", "H", "H", "H", "H", "H", "H", "H", "H", "H", "H", "H", "H", "C", "C", "O", "C", "H", "H", "H", "H", "H", "H", "C", "C", "O", "C", "H", "H", "H", "H", "H", "H"],
  "xyz": [[2.6467, -3.1536, -0.0871], [4.1173, -2.4331, -0.1376], [4.5620, -1.8509, -1.6033], [4.0800, -2.9534, -3.0423], [4.1437, -0.2562, -1.8474], [5.0646, 0.7778, -0.9407], [5.3368, 0.6364, 0.3605], [5.7065, 1.9563, -1.6125], [2.6560, 0.0006, -1.7659], [2.2125, 0.4906, -0.4054], [0.5494, 0.4058, -0.2487], [0.0994, 0.4628, 1.3569], [-1.5428, 0.4066, 1.3781], [-2.1866, -0.5577, 2.5371], [-3.6287, 0.0723, 3.0971], [-4.9503, -0.6219, 2.4067], [-5.0245, -0.4550, 0.7709], [-5.2503, -1.8870, -0.0367], [-3.9268, -2.3447, -0.9271], [-3.0150, -3.3116, 0.0589], [-2.8805, -4.6831, -0.4587], [-1.6706, -4.8565, -1.2786], [2.1574, 1.1782, -3.0510], [2.7548, 3.0014, -2.7142], [2.7766, -4.2972, 0.2249], [2.0323, -3.1106, -1.0817], [1.9757, -2.6167, 0.7371], [4.1619, -1.6617, 0.7422], [4.9124, -3.2807, 0.1365], [5.7560, -1.8477, -1.6085], [4.4546, -0.0380, -2.9793], [2.6353, -0.1229, 0.5034], [2.4948, 1.6267, -0.1856], [0.0686, 1.2773, -0.8827], [0.1349, -0.6400, -0.6479], [0.4053, 1.5467, 1.7472], [0.6213, -0.3540, 2.0126], [-2.0439, 1.4803, 1.5147], [-1.8938, -0.0325, 0.3361], [-1.4490, -0.5665, 3.4712], [-2.3361, -1.6778, 2.2272], [-3.6415, 1.2617, 3.0555], [-3.6697, -0.1955, 4.2594], [-5.0762, -1.7719, 2.6517], [-5.9128, -0.0803, 2.8466], [-4.1097, 0.1082, 0.2985], [-5.9800, 0.2059, 0.5243], [-5.5709, -2.7256, 0.7140], [-6.1493, -1.7538, -0.8003], [-3.3754, -1.3748, -1.2885], [-4.2185, -2.9920, -1.8833], [-3.5414, -3.4080, 1.1258], [-2.0052, -2.7524, 0.2528], [-1.1333, -5.8918, -1.0290], [-2.0072, -4.8138, -2.4206], [-0.8408, -4.0285, -1.0818], [2.7661, 0.7375, -4.2825], [0.7342, 1.2184, -3.2703], [5.6742, 2.7630, 2.5036], [5.7103, 3.9200, 3.4659], [5.2271, 3.8282, 4.5933], [6.3605, 5.1936, 2.9956], [5.1755, 1.9114, 2.9786], [5.1133, 3.0419, 1.6080], [6.6928, 2.4684, 2.2385], [5.8302, 5.5808, 2.1220], [7.4096, 5.0073, 2.7523], [6.3134, 5.9415, 3.7943], [-3.9565, 1.5588, -3.7120], [-4.0671, 1.8953, -2.2489], [-3.7007, 1.1033, -1.3821], [-4.6433, 3.2382, -1.8875], [-3.5235, 0.5589, -3.8226], [-4.9487, 1.5630, -4.1702], [-3.3038, 2.2797, -4.2107], [-5.6661, 3.3171, -2.2644], [-4.0212, 4.0339, -2.3049], [-4.6623, 3.3433, -0.7975]],
  "forces_ev_per_angstrom": [[-0.528, -0.191, 0.614], [0.016, -1.601, 0.106], [1.487, 1.790, 1.822], [0.182, 0.976, 1.314], [1.170, -0.248, -1.669], [4.687, 5.209, 1.826], [-2.169, -0.758, -5.492], [-3.786, -6.550, 2.425], [-0.053, 1.031, -0.056], [-1.884, 0.752, 1.675], [0.653, -0.806, 0.394], [-0.488, 1.773, -1.157], [-0.508, -0.829, -0.138], [-0.037, 0.983, 1.073], [0.110, -1.114, 0.918], [-0.523, 0.693, -0.285], [-0.640, -0.060, -0.383], [-0.336, 0.488, -1.034], [-0.527, -0.599, 0.781], [-0.442, 0.970, 0.445], [1.945, 1.674, 0.047], [0.673, -0.103, -0.720], [1.365, 0.764, 1.108], [-0.542, -0.184, -0.171], [-0.416, 2.518, -0.698], [1.406, -0.021, 1.769], [1.406, -1.219, -1.699], [0.275, -1.030, -2.247], [-1.666, 1.870, -0.643], [-2.735, 0.008, -0.150], [-0.446, -0.411, 2.534], [-0.435, 0.972, -2.275], [-0.317, -2.362, -0.671], [0.715, -1.706, 1.491], [1.022, 2.217, 0.592], [-0.426, -2.470, -0.577], [-1.062, 1.442, -1.400], [1.333, -2.291, -0.441], [0.647, 1.101, 2.032], [-1.474, 0.026, -1.984], [0.278, 2.229, 0.401], [-0.012, -2.612, -0.246], [-0.027, 0.593, -2.417], [0.603, 2.352, -0.229], [2.008, -1.205, -0.765], [-1.914, -1.288, 1.360], [2.035, -1.249, 0.514], [0.682, 1.461, -1.452], [1.776, -0.206, 1.634], [-0.930, -1.957, 0.771], [0.474, 1.373, 2.133], [1.030, 0.120, -2.427], [-1.477, -1.450, -0.456], [-1.509, 2.134, -0.576], [0.980, -0.181, 2.354], [-1.922, -1.558, -0.363], [-0.634, -0.516, 0.875], [0.711, -0.972, 0.249], [-0.242, 0.017, 0.528], [-0.614, -0.612, 1.073], [0.524, 0.321, -1.026], [-0.060, 0.375, 0.438], [0.130, 0.213, -0.157], [0.342, -0.152, -0.152], [-0.181, 0.076, -0.320], [0.220, -0.121, -0.090], [-0.129, 0.013, -0.226], [-0.001, -0.155, -0.128], [0.194, -0.469, 0.072], [0.495, -1.015, 1.079], [-0.299, 1.277, -1.468], [0.049, -0.060, 0.518], [-0.091, 0.222, 0.053], [0.098, 0.187, -0.077], [-0.203, 0.045, -0.056], [0.120, 0.127, -0.139], [-0.181, -0.012, -0.118], [0.022, -0.051, -0.241]],
  "mulliken_charge": [-0.640, -0.436, -0.232, -0.257, -0.322, 0.345, -0.600, -0.747, 0.059, -0.569, -0.250, -0.806, 0.387, -0.374, -0.712, -0.758, 0.523, -0.964, -0.094, 0.091, -0.443, -0.341, 0.239, -0.358, 0.299, 0.219, 0.031, 0.218, 0.399, 0.406, 0.391, -0.012, 0.335, 0.333, 0.079, 0.182, 0.300, 0.324, -0.355, 0.446, -0.010, 0.280, 0.298, 0.263, 0.256, -0.366, 0.336, 0.376, 0.281, 0.040, 0.352, 0.132, -0.060, 0.234, 0.218, 0.039, 0.117, 0.016, -0.790, 0.747, -0.604, -1.041, 0.263, 0.224, 0.295, 0.300, 0.301, 0.295, -1.218, 0.790, -0.486, -1.213, 0.278, 0.362, 0.371, 0.349, 0.369, 0.273]
}

Entry 2:
{
  "formula": "C23H46F9N10O4Si3Sn",
  "method": "ωB97M-V/def2-TZVPD",
  "lumo_energy_ev": 2.49,
  "homo_lumo_gap_ev": 7.2,
  "total_charge": -1,
  "de_lowest_ev": 0.000,
  "elements": ["Sn", "C", "O", "Si", "C", "C", "C", "Si", "C", "C", "C", "Si", "C", "C", "C", "H", "H", "H", "H", "H", "H", "H", "H", "H", "H", "H", "H", "H", "H", "H", "H", "H", "H", "H", "H", "H", "H", "H", "H", "H", "H", "H", "N", "C", "C", "O", "O", "H", "H", "H", "H", "C", "N", "C", "N", "C", "N", "C", "N", "C", "C", "H", "H", "H", "H", "H", "H", "H", "H", "H", "H", "H", "H", "F", "C", "F", "F", "C", "O", "C", "F", "F", "F", "C", "F", "F", "F", "N", "N", "N", "C", "N", "N", "H", "H", "H"],
  "xyz": [[13.3601, 11.7190, 13.2214], [10.6218, 11.8406, 15.1690], [10.5258, 11.7920, 13.8001], [9.0894, 12.1666, 12.9651], [7.6490, 11.4526, 13.9960], [8.9740, 14.0622, 13.3051], [9.5990, 11.4605, 11.3314], [9.7756, 9.5979, 11.4598], [8.1643, 8.5969, 11.1964], [11.1290, 8.9215, 10.3112], [10.3196, 9.0612, 13.1651], [8.4805, 12.0421, 10.0442], [8.7426, 13.8904, 9.5826], [8.5371, 11.1328, 8.3569], [6.6763, 12.1056, 10.6894], [9.7776, 12.3447, 15.5923], [11.5706, 12.3636, 15.3954], [10.6260, 10.8579, 15.6161], [7.8868, 10.7930, 14.8281], [7.0469, 10.8794, 13.2854], [6.9508, 12.2514, 14.2129], [9.8331, 14.6135, 12.9053], [8.7813, 14.2048, 14.3685], [8.1195, 14.5997, 12.8377], [7.3605, 8.9457, 10.4846], [7.6931, 8.5239, 12.2047], [8.4190, 7.5880, 10.9089], [10.9229, 8.8685, 9.2818], [11.4464, 8.0001, 10.7693], [12.0350, 9.5737, 10.3133], [9.6907, 9.4889, 13.8684], [11.2686, 9.5440, 13.4174], [10.3230, 7.9660, 13.1918], [8.9497, 13.9632, 8.5434], [9.5960, 14.3178, 10.0750], [7.8885, 14.5712, 9.8236], [9.3644, 11.5045, 7.7790], [7.5697, 11.1418, 7.8043], [8.6385, 10.0379, 8.5012], [6.6916, 12.8259, 11.5654], [6.2310, 11.1195, 11.0112], [5.9941, 12.5689, 9.9760], [12.4172, 12.2137, 11.1984], [12.5060, 13.7121, 11.1083], [12.7366, 14.4693, 12.4260], [12.4130, 15.6407, 12.5555], [13.1740, 13.7184, 13.4488], [12.9951, 11.7974, 10.5057], [11.3743, 11.9555, 11.1039], [11.5376, 14.0473, 10.7746], [13.3162, 14.0542, 10.3754], [12.3829, 10.4704, 6.9331], [13.5821, 10.8739, 7.7655], [14.7967, 10.6116, 6.9916], [14.6849, 11.2812, 5.6558], [13.5387, 10.8415, 4.9544], [12.2478, 11.0975, 5.6778], [12.1811, 12.5829, 6.0161], [13.3674, 13.0230, 6.6940], [13.4539, 12.3177, 7.9815], [14.5391, 12.7082, 5.9309], [11.4555, 10.6769, 7.5453], [12.3866, 9.3841, 6.7172], [15.0082, 9.5385, 6.8816], [15.6397, 11.1022, 7.4687], [13.6825, 9.7851, 4.8628], [13.5254, 11.3557, 4.0384], [11.2702, 12.7473, 6.6491], [12.0391, 13.2258, 5.0903], [12.5302, 12.4267, 8.5289], [14.2997, 12.6295, 8.6445], [15.4481, 13.0581, 6.4041], [14.4832, 13.3077, 4.9919], [15.8685, 13.8107, 9.9357], [16.7689, 12.8638, 10.2551], [17.9789, 13.4006, 10.1412], [16.7694, 11.9157, 9.2989], [16.4307, 12.2726, 11.6708], [15.0737, 12.1749, 11.6870], [17.0085, 13.2000, 12.7424], [16.7415, 14.4185, 12.4444], [16.4976, 12.9648, 13.9935], [18.3480, 13.1124, 12.8087], [17.0206, 10.8504, 11.8752], [16.7005, 10.4778, 13.1098], [16.4016, 9.9413, 11.0295], [18.3524, 10.7659, 11.7265], [14.9376, 8.1593, 9.2617], [14.2820, 7.4245, 10.2422], [13.6689, 6.2474, 10.0549], [13.3432, 5.9031, 11.3160], [13.6162, 6.8774, 12.1847], [14.2812, 7.7802, 11.5171], [14.2693, 8.7750, 8.7821], [15.4873, 8.7710, 9.8026], [12.7624, 4.9974, 11.4569]],
  "forces_ev_per_angstrom": [[0.423, -0.242, -1.022], [0.841, 0.485, 0.463], [0.202, -0.067, -0.878], [1.230, 0.223, -0.203], [-0.201, -0.241, -1.378], [-0.943, -0.024, -1.326], [-0.771, -0.384, 0.504], [-0.315, 1.268, -0.533], [-0.864, 0.492, 0.145], [0.886, 1.373, 1.263], [1.222, -0.444, -1.383], [-0.794, 0.602, -0.210], [-0.859, 0.020, 0.875], [-1.201, -1.195, 0.788], [-0.280, -0.164, 0.741], [-0.415, 0.701, 0.587], [-0.499, -0.096, 0.533], [0.229, -0.647, 0.154], [-0.009, 0.268, 0.189], [0.144, -0.427, 0.003], [0.040, 0.316, 0.766], [0.168, -0.163, 0.576], [0.551, 0.052, 0.171], [0.169, -0.586, 0.012], [1.011, -0.100, 0.643], [0.149, 0.064, -0.585], [0.091, -0.544, -0.135], [-0.679, -0.610, -1.373], [0.106, -0.749, -0.268], [-0.488, -0.171, 0.407], [-1.643, 0.353, 1.496], [0.254, -0.674, -0.205], [0.247, 0.175, 0.353], [0.054, 0.184, -1.189], [0.492, 0.179, 0.424], [0.467, -0.644, -0.224], [0.227, 0.090, -0.557], [0.657, 0.695, 0.142], [0.465, 0.419, 0.084], [-0.084, -0.878, -0.681], [0.497, 0.999, -0.192], [-0.087, -0.041, -0.207], [-0.219, 1.627, 1.315], [0.988, -0.007, -0.846], [-0.589, -0.088, 1.385], [0.671, -1.186, -0.507], [-0.250, 0.991, -0.823], [0.518, -0.494, -0.637], [0.298, -0.312, 0.239], [-0.211, 0.351, -0.362], [-1.183, -0.573, 0.996], [-0.927, -1.554, 2.042], [-0.581, -0.948, -0.530], [-0.311, 0.841, -0.961], [1.277, 0.448, 1.162], [-1.029, -0.246, 1.122], [0.792, 2.207, -0.776], [-1.051, -0.020, -1.493], [0.049, 0.491, 1.726], [0.569, -0.506, 0.341], [0.564, 0.732, -1.409], [1.002, -0.233, -0.428], [0.323, 0.247, 0.559], [-0.253, 0.247, -0.121], [0.099, -0.239, 0.292], [-0.470, -0.847, -0.583], [-0.265, 0.395, -1.500], [0.839, -0.189, -0.413], [0.235, -1.007, 0.794], [-0.372, 0.492, 0.128], [-0.587, 0.139, -0.867], [0.066, 0.096, 0.538], [-0.024, -0.690, 0.226], [0.422, -0.396, -0.131], [0.239, -0.050, 0.033], [0.611, 0.631, 0.372], [-0.737, -0.189, 0.019], [-1.390, -0.870, -0.829], [0.099, -0.031, 0.713], [0.195, -1.107, 1.196], [-0.784, 2.459, -0.391], [0.445, -0.092, -0.990], [0.219, -0.310, 0.447], [-0.701, -0.282, -0.617], [0.290, -0.422, 0.192], [1.198, 0.995, 0.830], [-0.492, -0.372, -0.253], [-0.987, -0.700, -0.670], [-1.279, -1.690, 1.299], [1.019, 0.363, 0.303], [-0.896, 0.629, -2.135], [1.042, -0.431, 0.326], [-0.324, 0.893, -0.391], [-0.203, -0.312, 0.300], [1.125, 0.938, 0.576], [0.228, 0.313, 0.419]],
  "mulliken_charge": [0.966, -1.233, -0.270, -0.277, -1.274, -1.170, 1.721, -0.005, -1.099, -0.037, -0.969, 0.333, -1.579, -1.067, -1.098, 0.350, 0.370, 0.220, 0.413, 0.360, 0.468, 0.246, 0.375, 0.343, 0.233, 0.302, 0.446, 0.619, -0.066, -0.435, 0.163, -0.024, 0.450, 0.489, 0.382, 0.353, 0.116, 0.449, 0.244, 0.257, 0.215, 0.422, 1.843, 1.209, 0.122, -0.702, -0.735, -0.302, -1.837, -0.582, 0.192, 0.002, 0.682, -0.573, 0.042, -0.748, 0.035, -0.342, 0.296, 0.323, -0.829, -0.588, 0.334, 0.431, 0.072, 0.431, 0.387, 0.022, 0.303, 0.005, -0.807, 0.325, 0.324, -0.272, 0.364, -0.309, -0.296, 0.196, -0.287, 0.450, -0.258, -0.223, -0.260, 0.595, -0.226, -0.361, -0.287, -0.914, 1.235, -0.799, -0.077, -0.687, 0.028, 0.217, 0.730, 0.408]
}